{
  "formula": "C4H4N2O2",
  "method": "wB97M-V/def2-TZVPD",
  "smiles": "[H]/N=[N+]([O-])/C=C\\C=C=O",
  "charge": 0,
  "e_above_lowest_kcal_mol": 128.0,
  "e_tot_ha": -414.64221,
  "molar_mass_g_mol": 112.09,
  "lumo_energy_ev": -0.73,
  "spin_multiplicity": 1,
  "elements": ["C", "C", "C", "C", "N", "N", "O", "O", "H", "H", "H", "H"],
  "positions_angstrom": [[-0.25, -0.84, -0.38], [-1.49, -0.19, -0.27], [0.89, -0.11, -0.22], [-1.68, 1.19, -0.26], [1.50, 1.62, 0.98], [0.87, 1.24, -0.03], [0.07, 1.90, -0.78], [-2.28, 2.16, -0.02], [-0.36, -1.95, -0.38], [-2.39, -0.80, -0.13], [1.88, -0.38, 0.09], [1.67, 2.67, 0.98]]
}

---

{
  "formula": "C2H8N2S",
  "method": "wB97M-V/def2-TZVPD",
  "charge": 0,
  "e_above_lowest_kcal_mol": 9.8,
  "e_tot_ha": -588.66434,
  "molar_mass_g_mol": 92.17,
  "lumo_energy_ev": 0.52,
  "spin_multiplicity": 1,
  "elements": ["C", "N", "C", "N", "H", "H", "H", "H", "H", "H", "H", "S", "H"],
  "positions_angstrom": [[-0.49, -2.03, 0.80], [0.93, 1.01, -0.69], [0.16, 0.09, -0.26], [0.48, -1.12, 0.22], [-0.21, -3.06, 0.57], [-1.48, -1.84, 0.38], [-0.57, -1.93, 1.88], [1.93, 0.86, -0.74], [0.31, 2.15, -0.96], [-0.91, 0.30, -0.29], [1.44, -1.40, 0.25], [-0.74, 3.34, -1.23], [-0.84, 3.65, 0.07]]
}

---

{
  "formula": "C12H26N6O6SZn",
  "method": "wB97M-V/def2-TZVPD",
  "charge": 0,
  "e_tot_ha": -3430.03392,
  "molar_mass_g_mol": 447.83,
  "lumo_energy_ev": [-0.58, -0.46],
  "spin_multiplicity": 1,
  "elements": ["O", "H", "Zn", "N", "N", "N", "N", "O", "O", "O", "O", "C", "C", "C", "C", "C", "H", "H", "H", "C", "H", "H", "H", "C", "C", "H", "H", "H", "H", "H", "H", "H", "H", "C", "H", "H", "H", "O", "H", "H", "S", "C", "N", "C", "C", "N", "H", "H", "H", "H", "H", "H"],
  "positions_angstrom": [[0.21, -2.62, -2.89], [0.59, -3.21, -3.56], [0.63, -0.45, -0.47], [-1.22, -1.47, -0.46], [-0.88, 0.87, -1.39], [1.09, -0.95, 1.45], [1.30, 1.35, 0.47], [-1.55, -2.32, 0.39], [0.67, -2.07, 2.09], [0.91, 2.61, 0.21], [-0.93, 2.15, -1.47], [-1.88, 0.18, -1.99], [-2.07, -1.13, -1.47], [1.88, -0.15, 2.15], [1.99, 1.18, 1.60], [-3.10, -2.10, -1.91], [-2.61, -2.98, -2.34], [-3.74, -1.67, -2.68], [-3.71, -2.41, -1.05], [-2.71, 0.85, -3.02], [-2.09, 1.10, -3.89], [-3.12, 1.79, -2.63], [-3.53, 0.20, -3.36], [2.46, -0.55, 3.47], [2.65, 2.30, 2.34], [2.46, -1.65, 3.56], [1.86, -0.12, 4.29], [3.49, -0.18, 3.56], [2.33, 3.27, 1.93], [3.74, 2.22, 2.24], [2.41, 2.25, 3.41], [0.18, -2.55, 1.36], [0.18, 2.49, -0.54], [1.62, -0.85, -2.09], [0.90, -1.70, -2.79], [2.56, -1.39, -1.92], [1.74, 0.02, -2.75], [1.00, -2.97, -0.46], [0.68, -2.99, -1.44], [1.35, -3.86, -0.28], [-1.62, 0.59, 2.00], [-1.99, 2.23, 2.07], [-3.05, 2.86, 1.49], [-2.96, 4.32, 1.54], [-1.65, 4.55, 2.29], [-1.23, 3.20, 2.65], [-3.72, 2.35, 0.93], [-3.81, 4.72, 2.09], [-2.95, 4.74, 0.53], [-1.80, 5.15, 3.19], [-0.89, 5.03, 1.66], [-0.32, 2.99, 3.05]]
}

---

{
  "formula": "C3H11NO4",
  "method": "wB97M-V/def2-TZVPD",
  "smiles": "CNCC(=O)O.O.O",
  "charge": 0,
  "e_above_lowest_kcal_mol": 44.4,
  "e_tot_ha": -476.60691,
  "molar_mass_g_mol": 125.12,
  "lumo_energy_ev": 0.41,
  "spin_multiplicity": 1,
  "elements": ["C", "N", "C", "C", "O", "O", "H", "H", "H", "H", "H", "H", "H", "H", "H", "O", "H", "H", "O"],
  "positions_angstrom": [[0.44, -2.13, 0.43], [-0.28, -1.31, -0.53], [0.38, -0.41, -1.45], [1.04, 0.80, -0.82], [1.94, 0.41, 0.12], [0.92, 1.95, -1.12], [0.30, -1.76, 1.44], [1.51, -2.18, 0.21], [0.16, -3.19, 0.45], [-1.14, -1.73, -0.79], [-0.37, -0.01, -2.14], [1.12, -0.98, -2.02], [2.17, 1.22, 0.61], [-2.08, 2.85, 0.69], [-2.20, 1.77, -0.47], [-2.36, 2.68, -0.21], [-0.11, 0.92, 2.48], [-0.98, 0.15, 1.53], [-0.46, 0.96, 1.58]]
}

---

{
  "formula": "H4OP2",
  "method": "wB97M-V/def2-TZVPD",
  "smiles": "O=P#[PH2].[H][H]",
  "charge": 0,
  "e_above_lowest_kcal_mol": 21.1,
  "e_tot_ha": -760.26794,
  "molar_mass_g_mol": 81.98,
  "lumo_energy_ev": -1.25,
  "spin_multiplicity": 1,
  "elements": ["O", "P", "P", "H", "H", "H", "H"],
  "positions_angstrom": [[1.41, 1.10, 2.37], [-0.75, -0.42, 1.25], [1.06, 0.93, 0.95], [-0.23, -1.79, 1.31], [-1.34, -0.60, -0.05], [0.07, 0.20, -3.20], [-0.21, 0.58, -2.63]]
}

---

Question: Number 3 is which compound?
Answer: C12H26N6O6SZn